# 1
# H30O15

A 15-piece molecular cluster, H30O15 overall at a distorted geometry (ωB97M-V/def2-TZVPD, OMol25).

Its spin multiplicity is 1. As for the molecular weight: 270.22 g mol⁻¹. Its HOMO energy is -8.79 eV. For the electronic energy, the calculation gives -31196.041 eV.

Structure (XYZ):
```
45
Properties=species:S:1:pos:R:3:forces:R:3:lowdin_charge:R:1
H 0.58644 0.55614 -1.44334 -0.041 0.104 0.822 -0.040
H 0.27885 0.20469 0.00300 0.268 -0.258 0.153 -0.026
H 2.07582 -0.21505 -3.78877 0.421 -0.223 -0.203 0.062
H 2.71312 0.28631 -2.50326 0.041 0.007 0.385 0.078
H -1.40015 -1.44930 0.47712 0.209 -0.061 -0.061 0.073
H -1.70465 0.03977 0.47992 -0.400 -0.090 -0.469 0.019
H 2.05443 5.89797 -0.47570 0.083 -0.052 0.024 0.037
H 1.94156 4.60949 0.32249 0.043 -0.210 -0.202 0.015
H 0.07025 -1.17577 -2.90448 0.051 -0.166 0.178 -0.006
H -1.33355 -1.08591 -2.32888 0.084 0.022 0.101 0.018
H -0.95498 -1.83052 3.22784 -0.254 0.694 -0.023 0.050
H -1.75120 -2.48962 4.34214 -0.133 0.534 0.396 0.078
H -2.93623 0.09900 -3.43380 -0.072 0.212 0.035 0.006
H -4.13368 -0.80909 -3.66078 -0.028 0.071 -0.075 0.041
H 0.59142 0.84927 -3.09233 0.145 0.163 -0.108 -0.026
H -0.08048 1.93039 -3.92285 -0.098 0.069 0.022 0.059
H 2.07258 -2.89680 -2.21245 -0.014 0.045 0.033 -0.001
H 3.38394 -3.63117 -2.43849 -0.099 -0.031 0.066 0.035
H -4.09871 1.34800 -0.98099 0.085 -0.124 -0.081 0.047
H -2.90627 2.29040 -0.97945 0.237 -0.067 0.162 0.053
H 0.72657 1.08356 3.16667 0.039 -0.212 -0.165 0.008
H 1.18968 -0.34992 3.36837 0.025 0.047 -0.030 0.026
H 1.02205 3.11813 3.32516 0.288 0.140 -0.006 0.046
H 1.45170 4.27397 2.43664 -0.038 0.012 0.040 0.051
H 1.56884 -2.55601 2.17402 0.429 0.048 -0.101 0.034
H 1.29831 -3.10269 0.78190 0.150 -0.076 -0.140 0.052
H -1.27478 -4.08008 3.01357 0.862 -0.531 -0.240 0.050
H 0.04695 -3.44956 2.60676 -0.246 -0.881 -0.042 -0.006
H -1.46247 1.43918 1.34921 0.116 0.462 0.170 -0.014
H -0.82368 2.58701 2.11371 0.136 0.303 -0.370 -0.010
O 0.76919 0.83342 -0.53852 0.413 0.272 -0.398 -0.059
O 2.19111 -0.44163 -2.85906 -0.368 0.092 -0.476 -0.034
O -1.03926 -0.60036 0.75649 -0.599 -0.285 0.487 -0.048
O 2.58768 5.23890 -0.01716 -0.187 0.123 0.126 -0.055
O -0.62796 -1.71515 -2.51647 -0.182 0.060 -0.102 -0.034
O -0.94575 -2.58921 3.82222 -2.839 6.959 3.241 -0.107
O -3.87161 0.11842 -3.66547 0.027 -0.225 0.006 -0.056
O -0.03118 1.58200 -3.02553 -0.258 0.056 -0.621 -0.043
O 2.45956 -3.77955 -2.20938 0.078 0.063 -0.037 -0.059
O -3.14077 1.36135 -0.87529 -0.058 -0.091 0.039 -0.046
O 1.41180 0.46136 2.89776 -0.101 0.050 0.269 -0.035
O 0.96624 3.44150 2.41891 -0.043 0.075 0.268 -0.037
O 1.40278 -2.27625 1.26675 -0.317 -0.152 0.228 -0.036
O -0.32129 -4.19115 3.10016 2.433 -6.680 -3.528 -0.110
O -1.58699 2.36986 1.56673 -0.289 -0.267 0.224 -0.049
```
Positions in Å, forces in eV/Å.

# 2
# C4H9NO2

The molecule C4H9NO2 (ωB97M-V/def2-TZVPD, OMol25).

Its spin multiplicity is 1. As for the molecular weight: 103.12 g mol⁻¹. As for the SMILES: NC(=O)CCCO. Its HOMO energy is -9.71 eV. For the electronic energy, the calculation gives -9879.206 eV.

Structure (XYZ):
```
16
Properties=species:S:1:pos:R:3:forces:R:3:lowdin_charge:R:1
N 1.12042 0.52382 1.46538 0.143 0.002 0.026 0.168
C 1.22416 -0.75679 1.00406 0.125 -0.072 0.007 -0.545
O 1.87619 -1.62058 1.56305 -0.255 0.278 -0.148 0.047
C 0.43639 -1.00999 -0.27654 0.148 -0.020 -0.150 -0.110
C -1.03215 -0.54746 -0.18665 0.005 0.141 -0.036 -0.155
C -1.28849 0.84083 -0.84131 -0.286 -0.161 0.101 -0.241
O -0.11995 1.62632 -1.03016 0.274 -0.094 0.016 -0.100
H 1.70574 0.78178 2.24509 -0.071 -0.039 -0.085 0.112
H 0.75803 1.25178 0.85951 0.047 -0.141 0.132 0.083
H 0.97788 -0.46769 -1.07076 -0.089 -0.399 0.143 0.107
H 0.54302 -2.06108 -0.54427 -0.127 0.047 0.238 0.120
H -1.69071 -1.28958 -0.65130 0.160 0.159 0.014 0.109
H -1.32743 -0.49193 0.86609 0.117 -0.094 -0.142 0.111
H -1.82270 0.72228 -1.79317 0.157 0.004 0.081 0.112
H -1.91702 1.44078 -0.18134 -0.060 -0.074 -0.123 0.115
H 0.55662 1.05752 -1.42769 -0.289 0.464 -0.075 0.067
```
Positions in Å, forces in eV/Å.

# 3
# C35H52BClN11OPbS

C35H52BClN11OPbS as an isolated structure (ωB97M-V/def2-TZVPD, OMol25).

Its spin multiplicity is 1. As for the molecular weight: 928.41 g mol⁻¹. Its HOMO energy is -10.56 eV. For the electronic energy, the calculation gives -84859.539 eV. The total charge is +1.

Structure (XYZ):
```
103
Properties=species:S:1:pos:R:3:forces:R:3:lowdin_charge:R:1
Pb -0.10968 2.76998 -1.72011 0.092 0.050 0.028 1.357
C 3.51041 1.68230 -1.10553 -0.008 -0.012 0.008 -0.018
C 2.60639 1.76279 0.07999 0.004 0.000 0.013 -0.334
C 2.91175 1.44876 1.40593 0.012 0.025 -0.010 0.029
C 1.83516 1.88609 2.15659 0.005 0.015 0.003 -0.258
C 1.65270 1.85081 3.63597 -0.005 -0.010 0.002 -0.009
N 0.92481 2.41003 1.31381 -0.017 -0.013 0.000 0.039
N 1.38859 2.30806 0.03442 -0.013 -0.006 -0.031 -0.058
B -0.13246 3.49709 1.65834 -0.048 -0.011 0.023 -0.518
N 0.25318 4.79982 0.92054 0.022 0.014 0.011 0.029
N 0.25868 4.86679 -0.43956 -0.040 0.014 0.005 -0.049
C 0.62022 6.09984 -0.77649 0.018 0.006 -0.001 -0.337
C 0.73849 6.51944 -2.20393 -0.004 -0.001 -0.002 -0.027
C 0.85460 6.85266 0.38007 -0.002 0.000 -0.005 0.028
C 0.61371 5.99370 1.43403 -0.003 -0.006 -0.010 -0.258
C 0.71115 6.25764 2.89886 0.000 -0.001 0.000 -0.009
N -1.55565 3.09140 1.21501 0.030 0.027 -0.029 0.035
N -1.82434 2.87935 -0.09782 -0.007 -0.105 0.026 -0.070
C -3.14520 2.87561 -0.25513 -0.009 -0.008 0.001 -0.358
C -3.79507 2.69806 -1.58565 -0.007 0.025 -0.013 -0.035
C -3.74996 3.08667 0.98922 -0.007 -0.002 -0.018 0.013
C -2.71168 3.22654 1.89243 0.024 0.012 0.012 -0.259
C -2.77298 3.50011 3.35754 0.004 -0.006 0.002 -0.006
H 4.41376 1.13390 -0.84650 -0.004 -0.017 -0.008 0.081
H 3.80733 2.68916 -1.40610 0.011 0.000 0.011 0.091
H 3.04114 1.19753 -1.95689 -0.013 0.001 -0.007 0.049
H 3.82006 1.00177 1.77345 -0.003 -0.004 0.002 0.118
H 2.45529 1.27158 4.08722 -0.001 -0.003 0.001 0.087
H 0.70105 1.39418 3.90749 -0.001 0.006 -0.003 0.089
H 1.67280 2.85367 4.06278 0.007 0.001 -0.001 0.080
H -0.13429 3.67762 2.83558 0.009 0.001 -0.004 0.113
H 0.44668 5.71328 -2.87787 -0.002 0.001 -0.002 0.047
H 1.76272 6.80666 -2.44239 0.000 0.000 0.001 0.087
H 0.09887 7.37706 -2.41123 -0.001 0.000 0.001 0.087
H 1.15863 7.88364 0.44331 -0.001 0.001 -0.004 0.117
H 1.02627 7.28571 3.06230 0.000 0.001 -0.001 0.086
H 1.43757 5.59804 3.37438 0.000 0.000 0.000 0.083
H -0.24801 6.11167 3.39610 0.002 -0.001 0.002 0.079
H -3.09401 2.32450 -2.33040 0.004 -0.011 0.005 0.035
H -4.21098 3.64519 -1.93282 -0.007 -0.009 -0.005 0.092
H -4.61155 1.97749 -1.52592 0.006 0.010 0.011 0.077
H -4.80379 3.15152 1.20310 -0.005 -0.002 -0.004 0.118
H -3.80903 3.48210 3.68877 -0.001 -0.002 0.000 0.087
H -2.35677 4.47959 3.59333 -0.005 0.005 -0.002 0.082
H -2.21344 2.75793 3.92655 0.001 0.003 -0.003 0.087
C -4.63836 -1.85537 -2.61320 -0.002 0.007 0.010 -0.045
N -4.63926 -1.10213 -1.38157 0.000 0.024 -0.034 -0.157
C -5.77571 -1.16175 -0.46969 0.002 0.000 0.007 -0.120
C -5.31047 -0.29475 0.70973 0.004 -0.002 0.013 -0.135
N -3.88050 -0.19942 0.45873 0.002 -0.022 0.003 0.024
C -3.54973 -0.58832 -0.78729 0.036 -0.004 -0.040 -0.826
S -2.01670 -0.42771 -1.46165 -0.039 0.000 0.041 0.664
H -5.49448 -1.56539 -3.22271 0.001 -0.003 -0.001 0.094
H -4.69655 -2.92784 -2.40771 -0.001 -0.003 -0.005 0.095
H -3.71881 -1.64291 -3.15150 0.001 -0.002 0.001 0.053
H -5.96667 -2.19555 -0.17311 0.021 -0.029 0.024 0.104
H -6.67358 -0.77124 -0.94914 -0.002 -0.011 0.004 0.125
H -5.51437 -0.76256 1.67141 -0.005 0.007 0.001 0.111
H -5.77763 0.69355 0.69507 0.001 0.010 -0.006 0.108
H -3.26812 0.41640 0.96464 -0.002 0.021 0.011 0.115
C 4.79839 -4.19274 -0.33915 -0.014 0.004 -0.008 -0.040
C 3.66647 -3.21204 -0.67472 -0.003 0.012 0.020 -0.488
C 3.18394 -2.57190 0.63238 -0.014 -0.011 -0.029 -0.024
C 4.28164 -2.09887 -1.53639 0.013 0.014 -0.003 -0.033
C 2.52346 -3.95053 -1.46083 -0.001 0.006 -0.005 -0.422
O 2.89728 -4.06794 -2.83228 -0.025 -0.052 -0.055 -0.008
C 2.22521 -5.40073 -0.99619 -0.005 0.007 0.020 -0.110
C 1.70139 -5.73841 0.40966 -0.014 0.035 -0.028 -0.123
C 0.31163 -5.23022 0.71268 0.008 0.022 -0.003 -0.243
C 0.06649 -4.37167 1.77867 0.008 -0.001 -0.020 -0.043
C -1.20226 -3.85971 2.01709 0.000 -0.003 -0.002 -0.094
C -2.23894 -4.22343 1.17859 -0.029 0.009 0.001 -0.652
Cl -3.83698 -3.59382 1.46610 -0.015 0.003 -0.007 0.697
C -2.03453 -5.10011 0.12585 0.012 -0.005 -0.001 -0.090
C -0.76202 -5.59833 -0.09554 -0.007 0.002 -0.002 -0.037
C 1.17880 -3.20985 -1.50539 0.012 -0.011 -0.008 -0.038
N 1.16906 -1.87641 -2.08353 0.001 -0.006 -0.002 -0.090
C 1.00302 -0.71993 -1.44689 0.020 0.013 0.025 -0.281
N 0.91926 0.27003 -2.31677 -0.062 0.025 -0.067 -0.077
C 1.02248 -0.37231 -3.51455 0.046 -0.021 0.010 -0.209
N 1.17522 -1.66963 -3.41728 -0.030 0.018 -0.003 0.152
H 5.63849 -3.64308 0.08810 -0.001 0.001 -0.002 0.092
H 5.17370 -4.70401 -1.22924 -0.001 -0.003 0.002 0.092
H 4.49747 -4.94746 0.38765 -0.007 -0.013 -0.003 0.082
H 4.03652 -2.11577 1.14024 0.002 -0.012 0.004 0.093
H 2.74537 -3.29038 1.31943 -0.056 -0.094 0.044 0.063
H 2.45443 -1.77923 0.46247 0.067 -0.033 0.024 0.059
H 5.09725 -1.63399 -0.97724 -0.001 0.001 0.004 0.088
H 3.56480 -1.31833 -1.78532 -0.010 0.006 -0.030 0.062
H 4.68392 -2.48815 -2.46924 0.009 0.027 0.017 0.091
H 3.61717 -4.70422 -2.90635 0.011 0.003 -0.001 0.103
H 3.14093 -5.97491 -1.15305 0.019 0.001 0.010 0.116
H 1.51428 -5.79035 -1.72932 0.005 0.008 -0.007 0.120
H 2.39208 -5.40700 1.18330 0.033 0.064 0.032 0.099
H 1.68914 -6.82986 0.47551 0.007 -0.004 0.000 0.129
H 0.87790 -4.08999 2.43879 0.013 0.000 0.003 0.111
H -1.38506 -3.19087 2.84681 -0.001 0.000 -0.001 0.107
H -2.86245 -5.39008 -0.50624 0.000 -0.002 0.000 0.108
H -0.60471 -6.28370 -0.92033 -0.001 -0.002 0.002 0.124
H 0.75408 -3.11446 -0.51042 -0.007 -0.004 0.035 0.122
H 0.49502 -3.80626 -2.10777 -0.004 0.006 0.017 0.145
H 0.92675 -0.63005 -0.37602 -0.034 0.010 -0.022 0.122
H 0.98178 0.12834 -4.46805 0.004 0.003 0.001 0.116
```
Positions in Å, forces in eV/Å.

- Which of these has the lowest electronic energy?
  C35H52BClN11OPbS

- What is the molecular weight in the third record?
  928.41 g mol⁻¹

- Which of these has the lowest electronic energy?
  C35H52BClN11OPbS

- The highest molecular weight belongs to which entry?
  C35H52BClN11OPbS